Computed, not measured: a 6-piece molecular cluster, H11O5S overall in a non-equilibrium geometry, with the ωB97M-V functional and the def2-TZVPD basis.

Structure (XYZ):
```
17
H11O5S the ωB97M-V functional and the def2-TZVPD basis
S 0.380 -2.212 -0.843
H 1.001 -1.253 -0.176
H -0.008 0.389 -1.285
H -1.518 0.276 -1.251
O -0.808 0.916 -1.136
H -0.055 1.420 0.390
H 1.095 2.190 0.712
O 0.474 1.632 1.202
H 4.900 -1.319 -1.218
H 3.689 -0.478 -1.547
O 4.353 -0.613 -0.860
H -1.330 2.168 2.044
H -1.783 1.937 3.463
O -2.061 2.370 2.649
H -2.000 -2.373 -0.722
H -3.467 -2.217 -0.930
O -2.863 -2.834 -0.493
```

Its total charge is -1. The relative energy (zero: lowest compared OMol25 entry of this formula, charge and spin) is 1.469 eV. As for the total energy: -781.0335 hartree.

Atom charges from the Löwdin analysis, given in e for atoms 1 to 2: atom 1 (S): -0.061, atom 2 (H): -0.439